[1]
The following is a quantum chemistry calculation of 9 unconnected molecules or ions with the total composition C4H28N2O9 in a non-equilibrium geometry, from the Open Molecules 2025 dataset.

The total charge is 0. The value obtained for the molar mass is 248.3 g/mol.

```
43
Properties=species:S:1:pos:R:3:forces:R:3
N -0.71073 1.72747 -2.04384 -0.0611 0.6135 -0.0030
C -0.28139 2.38199 -0.77586 -1.0926 -1.5860 -1.6175
C 0.31564 1.36081 0.18107 -0.7708 0.1868 1.9495
N -0.59483 0.26969 0.58461 -0.5706 -0.7557 -0.9532
C 0.64689 2.05448 1.54500 1.0939 0.9121 -1.5067
C 2.14940 2.23608 1.71721 0.1646 -0.2473 -0.1989
O 2.67128 1.08200 2.36113 0.7033 0.3728 -0.1390
H -0.04572 1.04236 -2.37924 -0.1803 -0.2475 0.1544
H -1.60498 1.27362 -1.91458 0.1252 -0.3112 -0.1313
H 0.34886 3.19957 -1.11363 0.3819 0.2293 0.7644
H -1.22249 2.74671 -0.37207 0.1374 0.5474 0.3326
H 1.14219 0.88901 -0.33687 0.4626 -0.0291 0.5303
H -0.54005 -0.51454 -0.06007 0.2648 0.0985 -0.1849
H -1.57645 0.53322 0.53616 0.1235 0.4667 0.1461
H 0.28711 1.46005 2.37556 -0.3083 0.1489 -0.0027
H 0.19371 3.04907 1.47124 -0.2385 -0.0780 0.5372
H 2.45587 3.20099 2.13385 -0.1492 -0.1990 0.6143
H 2.61493 2.24712 0.72513 0.0222 -0.1165 0.0153
H 2.71980 1.12697 3.31869 -0.2730 0.4529 -0.0047
O -4.14738 -1.07995 0.44008 0.1518 -0.2233 0.6833
H -4.04525 -1.82239 -0.16305 -0.0828 0.0640 -0.1777
H -3.35471 -0.56086 0.28695 -0.0986 0.1886 -0.3865
O -2.52591 -1.29286 3.15077 -0.2633 -0.1151 0.3685
H -2.75739 -1.25491 2.21943 -0.2407 0.3813 -0.1466
H -1.63401 -0.94655 3.23392 0.1456 0.0234 -0.2273
O -0.60728 -2.65396 -2.68213 0.4044 -0.4348 -0.2833
H 0.16035 -2.42076 -3.22072 -0.2894 0.5021 -0.1638
H -0.14021 -3.25967 -2.09280 -0.5140 -0.0045 0.3903
O -1.33574 -3.47038 1.77608 0.0229 -0.8221 0.0090
H -2.09053 -2.99236 2.14976 0.4926 0.1516 -0.0733
H -0.90370 -2.95013 1.09847 -0.2496 0.4001 0.0571
O 3.02557 -1.30418 1.62103 -0.5837 -0.1200 -0.2236
H 3.97448 -1.22483 1.50679 0.0636 -0.3094 -0.1035
H 2.72247 -2.17749 1.35920 0.5113 -0.2579 0.1383
O -3.15333 -0.73446 -2.13896 0.7475 -0.6093 -2.0316
H -2.48410 -1.35917 -2.48063 0.6177 -0.3940 1.3741
H -3.39293 -0.55479 -3.06671 -1.0266 0.9150 0.5298
O 1.54780 -1.35922 -1.47907 0.4736 0.1719 0.1015
H 2.01199 -0.57032 -1.81181 -0.0529 -0.2965 -0.1000
H 2.10362 -1.56301 -0.71614 -0.1342 -0.0426 0.1638
O 2.74625 1.04595 -2.15026 -0.0822 0.2395 -0.1344
H 1.90050 1.45789 -2.35981 0.0743 0.2224 -0.0511
H 3.41042 1.68174 -2.43387 0.0781 -0.0889 -0.0150
```
Forces are in eV/Å.

Results of the Löwdin charge analysis, in e, for atoms 1 through 5: 0.00 -0.23 -0.38 0.06 -0.13

[2]
The following is a quantum chemistry calculation of 9 unconnected molecules or ions with the total composition C4H28NO10 in a non-equilibrium geometry, from the Open Molecules 2025 dataset.

The total charge is +1. The value obtained for the molar mass is 250.3 g/mol.

```
43
Properties=species:S:1:pos:R:3:forces:R:3
C 2.63578 -0.83550 0.21758 -0.9461 0.0652 1.5926
O 2.19282 -1.09206 1.56568 0.4219 -0.1283 -0.4665
C 1.42328 -1.05370 -0.69089 1.0555 0.1775 -1.1164
C 1.73876 -0.89296 -2.21305 0.2692 1.7869 0.4504
C 2.95579 0.01762 -2.48867 0.4506 -0.2166 0.5200
O 0.60952 -0.17038 -2.72231 -0.5438 -0.6766 -0.3137
N 0.41453 -0.04053 -0.27548 -0.8576 -0.1834 0.2818
H 2.86764 0.22613 0.31052 0.4604 -0.1135 -0.6448
H 3.48568 -1.47792 -0.01179 0.0295 0.2838 -0.3860
H 2.21173 -2.04366 1.69353 -0.2965 -0.1617 0.3607
H 1.03415 -2.05551 -0.50022 -0.3472 0.2553 0.0819
H 1.91503 -1.88469 -2.62181 -0.4095 -0.0017 -0.3458
H 2.82763 0.66090 -3.35913 -0.1177 -0.5932 -0.3314
H 3.86900 -0.58407 -2.56961 -0.0801 0.2971 -0.1014
H 3.11671 0.75225 -1.69601 -0.0519 -0.1854 0.1272
H 0.38451 -0.42490 -3.62256 0.1623 -0.1477 0.0192
H -0.51981 -0.13130 -0.69721 0.0376 -0.9983 0.4017
H 0.51904 0.91135 -0.61589 1.1252 0.5703 0.0165
H 0.39764 -0.05386 0.75486 -0.3995 0.1190 -0.0149
H -3.16085 -0.24560 -0.80658 -0.7414 0.4076 -0.2946
H -3.54863 1.06451 0.08429 -0.3329 -0.1452 -0.2685
O -2.89131 0.40671 -0.15228 1.2763 0.1803 -0.1076
H -1.08530 2.01334 -2.23338 0.1269 0.1262 -0.3174
H -0.01767 3.09371 -1.82277 -0.1305 0.0388 -0.3164
O -0.65158 2.44882 -1.49538 0.1909 -0.2906 0.5681
H -2.28546 -0.96948 0.92583 -0.9577 1.1730 0.9727
H -3.32889 -1.48255 2.13947 -0.1440 1.0299 -0.2821
O -2.69443 -1.66044 1.45041 0.5710 -2.4569 -0.2888
H -2.18450 -2.03098 -0.94693 -0.0543 -0.3648 -0.1321
H -2.68914 -2.46777 -2.31464 0.0071 0.0070 -0.0686
O -2.16032 -1.78679 -1.88350 -0.0463 0.1443 0.4568
H -0.72314 -1.61541 3.06016 0.5463 0.2174 0.1927
H -1.10352 -2.68654 2.18193 0.5976 -0.0169 -0.2358
O -0.28323 -2.23940 2.47229 -0.7535 -0.3374 0.0069
H 2.54436 1.15592 2.67461 -0.2036 -0.2324 0.1341
H 1.05490 1.49892 2.31812 0.0951 -0.1602 0.4583
O 1.97427 1.77935 2.22107 0.1782 0.4595 -0.6219
H -1.83454 2.81126 -0.09649 -0.0551 0.1577 -0.1810
H -1.58526 3.71092 1.08806 -0.1749 0.4356 -0.0269
O -2.29743 3.24282 0.63864 0.3086 -0.4270 0.4304
H -1.28533 1.92119 2.05447 -0.6717 -0.0748 0.2257
H -1.15396 0.74618 3.14059 -0.3304 0.4715 0.0055
O -0.76257 1.18055 2.37960 0.7359 -0.4914 -0.4404
```
Forces are in eV/Å.

Results of the Löwdin charge analysis, in e, for atoms 1 through 5: -0.18 -0.08 -0.20 -0.31 -0.03

[3]
The following is a quantum chemistry calculation of 11 unconnected molecules or ions with the total composition C4H28NO11S in a non-equilibrium geometry, from the Open Molecules 2025 dataset.

The total charge is -1. The value obtained for the molar mass is 298.3 g/mol.

```
45
Properties=species:S:1:pos:R:3:forces:R:3
O 0.16845 -2.71865 -2.03105 -0.8471 0.1950 -0.2149
C 0.06248 -1.54044 -2.40862 1.9440 -0.6892 1.0660
N 0.47035 -0.56392 -1.55760 -1.1760 0.8519 -1.8897
C 0.27469 0.84895 -1.87983 1.0934 0.7396 1.1951
C -0.84139 1.43593 -1.02087 -1.2973 0.5248 -1.9192
S -0.44645 1.26762 0.69716 -0.0762 0.0096 1.1278
C -0.12807 -1.19711 -3.86705 -0.6910 -0.0675 0.2209
H 0.58633 -0.72733 -0.56315 -0.2309 -0.0736 -0.2213
H 1.20577 1.35251 -1.55927 -0.2649 0.0234 0.3204
H 0.32465 1.13059 -2.93098 -0.7798 -0.7418 -0.2024
H -1.14893 2.40865 -1.44759 1.1399 0.6688 0.7521
H -1.85288 1.05675 -1.24121 0.4448 -1.2482 0.0956
H -0.47108 -2.10592 -4.37626 0.1438 0.3609 0.0899
H 0.84539 -0.88164 -4.23540 0.1320 -0.0968 -0.1121
H -0.82393 -0.36494 -4.02592 0.0409 -0.3057 0.0256
H -2.08251 1.71562 3.05988 -0.3583 0.0165 -0.1552
H -3.04498 0.60506 2.75177 -0.2066 -0.0525 0.1161
O -2.92134 1.33903 3.37595 0.4611 -0.0729 -0.0675
H -3.45604 0.86553 0.38804 -0.0679 0.4260 0.0654
H -4.25803 -0.21439 -0.17395 -0.2819 0.0319 0.0666
O -4.26896 0.75050 -0.12467 0.3351 -0.2108 -0.1822
H 0.56734 3.12682 0.70891 0.0971 0.5191 0.1266
H 0.17082 4.49964 0.16502 0.0148 0.0365 0.0487
O 0.85784 4.08018 0.69140 -0.0256 -0.2840 -0.1030
H 3.07619 -1.59081 -2.02088 0.3933 -0.2496 -0.3474
H 2.63931 -0.24669 -1.98549 0.0126 0.4811 -0.5075
O 3.17248 -0.79324 -2.57888 -0.1610 -0.2653 0.7679
H 2.15286 -1.86411 0.41283 0.5087 -0.4756 -0.0033
H 1.52888 -2.66887 -0.73065 0.2377 -0.3495 -0.2055
O 2.38690 -2.49256 -0.30112 -0.4069 0.2733 0.0259
H -3.52105 -2.13495 1.88895 -0.0994 0.0644 0.0788
H -2.33684 -1.31841 1.42441 -0.3257 -0.1309 -0.0083
O -3.31245 -1.25043 1.57307 0.2212 -0.0254 0.0351
H 0.24461 1.11042 4.02213 -0.2675 0.1629 0.0976
H -1.09567 0.37071 4.34332 -0.0449 0.2775 -0.1322
O -0.23307 0.28363 3.92018 0.4589 -0.4984 0.0175
H 2.13321 -1.15910 2.82192 -0.1548 -0.0151 -0.0867
H 1.69779 -0.03392 1.85155 -0.2659 -0.0570 -0.0310
O 2.08291 -0.92213 1.88976 0.1766 0.4449 0.1808
H 3.76309 0.78076 -0.02389 0.3790 0.0215 -0.1140
H 3.36235 1.58608 1.15212 0.1291 0.3341 0.0542
O 4.08941 1.50904 0.52218 -0.4411 -0.3437 -0.0007
H -0.34106 -1.11895 1.57143 0.1663 0.1196 -0.3438
H -0.52212 -2.24344 0.47886 0.1166 0.1588 -0.0153
O -0.75730 -1.97205 1.37349 -0.1763 -0.4888 0.2885
```
Forces are in eV/Å.

Results of the Löwdin charge analysis, in e, for atoms 1 through 5: -0.01 -0.50 0.02 -0.28 -0.65

[4]
The following is a quantum chemistry calculation of 11 unconnected molecules or ions with the total composition C4H28NO12 in a non-equilibrium geometry, from the Open Molecules 2025 dataset.

The total charge is -1. The value obtained for the molar mass is 282.3 g/mol.

```
45
Properties=species:S:1:pos:R:3:forces:R:3
C -0.90188 0.29135 1.41670 -0.9268 0.5113 -1.2914
C 0.45920 -0.33524 1.66470 -0.5020 0.3591 0.4909
N 1.59992 0.24925 0.97373 0.2547 -0.5266 0.2399
C 2.09716 -0.49473 -0.17817 -0.3287 -0.0992 0.5761
C 1.30391 -0.41920 -1.47327 -0.0916 0.9374 -0.9420
O 0.29142 0.35901 -1.50336 0.0600 -0.0487 0.1365
O 1.73504 -1.04955 -2.44935 0.1104 -0.3454 0.2638
H -1.74770 -0.34052 1.71181 0.2801 -0.0678 0.2632
H -1.02375 0.48176 0.34127 0.1879 -0.3269 0.1124
H -1.10149 1.29370 1.80698 0.4282 -0.2191 0.5838
H 0.61651 -0.28804 2.74629 0.2191 -0.2528 0.1477
H 0.39645 -1.40229 1.47137 0.1244 -0.1440 -0.3306
H 1.45118 1.20254 0.69189 -0.3576 0.3311 0.0254
H 2.18035 -1.54405 0.08175 0.0621 -0.2528 0.1495
H 3.10249 -0.15431 -0.34070 0.5612 0.1121 -0.4741
H 0.54507 2.65736 -1.87856 0.6525 0.0408 -0.3507
H 1.71023 2.21385 -2.63408 0.3693 -0.3675 -0.3333
O 1.27356 3.03451 -2.41177 -0.8019 0.0054 0.5862
H 1.03196 -2.71324 -3.45327 -0.1327 0.3265 0.2829
H -0.49356 -2.78197 -3.33219 0.0532 0.2034 0.0212
O 0.28765 -3.32935 -3.43001 0.0240 -0.4945 -0.2281
H -2.80909 0.08305 -1.64299 0.0882 0.4414 -0.1825
H -1.96098 1.16869 -2.24978 -0.0830 -0.0420 -0.0292
O -2.80187 1.04803 -1.78434 0.0981 -0.3807 0.0160
H 2.07428 1.87135 4.13081 -0.1954 -0.2574 -0.0617
H 0.89664 0.96769 3.68986 0.3481 0.4777 0.4332
O 1.12095 1.73928 4.24155 -0.0475 -0.1320 -0.2975
H -3.83894 -1.81678 -1.00836 -0.0548 -0.2060 0.3096
H -3.97746 -2.97293 -1.90471 -0.0819 -0.3048 0.1754
O -4.22894 -2.70169 -1.01225 0.0103 0.3452 -0.4617
H -0.90478 -0.94043 -1.77006 -0.0265 0.0949 0.4735
H -1.66011 -1.12711 -0.43995 0.4111 -0.4386 -0.4415
O -1.56561 -1.52342 -1.32680 -0.6202 0.3456 -0.1990
H -1.00775 -3.42427 -0.98334 -0.1119 -0.0580 0.4863
H 0.37911 -3.53826 -0.52111 0.3364 -0.1609 0.0339
O -0.50067 -3.80984 -0.24818 -0.0342 -0.0003 -0.2389
H -0.77670 3.48317 -1.17142 -0.1982 0.0960 -0.0068
H -1.56473 2.30293 -0.54353 -0.1963 -0.1074 -0.2896
O -1.43052 3.25667 -0.50381 0.2753 0.3067 0.3956
H -0.33504 3.35327 1.21600 -0.0349 -0.1633 0.0966
H 0.36069 2.81303 2.54991 -0.0405 -0.0355 -0.0480
O -0.02934 3.57337 2.10741 0.0339 0.4679 0.0387
H 3.08645 -0.72934 3.72312 -0.0134 -0.0289 -0.0505
H 3.05012 0.11296 2.43421 -0.2050 -0.1118 -0.2495
O 3.61058 -0.12024 3.19599 0.0966 0.1706 0.1682
```
Forces are in eV/Å.

Results of the Löwdin charge analysis, in e, for atoms 1 through 5: -0.08 -0.25 -0.07 -0.13 -0.66

[5]
The following is a quantum chemistry calculation of 10 unconnected molecules or ions with the total composition C4H29N2O10 in a non-equilibrium geometry, from the Open Molecules 2025 dataset.

The total charge is +1. The value obtained for the molar mass is 265.3 g/mol.

```
45
Properties=species:S:1:pos:R:3:forces:R:3
O 0.50627 1.66910 2.71084 0.8389 0.9059 -2.1780
C 0.99146 1.76099 1.56452 -0.8885 -1.8410 1.3350
N 1.86845 2.68309 1.11300 -0.3610 -0.9622 -2.2293
C 0.82654 0.59260 0.57986 1.9453 -1.6795 -1.3840
N -0.42906 -0.27821 0.68436 -0.6241 3.6540 1.0827
C -1.66694 0.28407 0.04408 -1.5759 -0.6848 -1.4099
C -1.69343 1.74448 0.07444 1.9501 4.2645 -0.2741
H 2.07430 2.80042 0.08495 -0.5814 -0.6939 1.7658
H 1.95094 3.48030 1.65631 0.3998 1.6774 1.3136
H 1.10105 0.88951 -0.52817 -1.2527 -0.6524 2.5386
H 1.68934 -0.19727 0.86420 -2.0450 2.1383 -0.4647
H -0.63766 -0.30093 1.71162 0.3624 -0.9839 0.0401
H -0.26020 -1.16060 0.27185 0.3283 -1.4867 -0.1932
H -2.66099 -0.02978 0.52551 1.9018 -0.4188 -0.4729
H -1.64077 -0.02744 -1.03188 -0.2800 -0.1326 0.9266
H -0.92030 2.27261 -0.62828 -1.0845 -1.4126 1.2517
H -1.43496 2.15081 1.06658 -0.2393 -0.3713 -0.0558
H -2.59778 2.30120 -0.21146 -0.0741 -1.1093 0.0644
H -1.74712 3.58811 -2.10142 7.5967 8.7445 2.8239
H -2.34529 2.69537 -3.18880 -0.0016 -1.3790 -6.5235
O -2.24251 3.00418 -2.38932 -7.7222 -7.1476 3.1137
H 2.37237 -2.48672 1.24959 0.6059 -0.1966 -1.0622
H 1.43717 -2.41816 0.12671 1.2776 -0.4994 -0.2583
O 2.41527 -2.54741 0.26337 -1.4894 0.4021 0.9848
H -0.52026 -2.44836 -1.93817 0.5192 -0.6314 0.1179
H -0.00566 -3.61823 -0.95574 0.4169 -0.8336 -0.4769
O -0.46532 -2.79556 -1.01919 -0.9126 1.4994 0.5348
H 2.87034 -1.06202 -0.81586 0.4366 -1.0887 0.3470
H 3.45316 0.29180 -1.31403 -0.5123 -0.5509 0.1750
O 2.65151 -0.15045 -0.97073 1.4669 1.3231 -1.6683
H -3.54254 -2.25645 1.20941 -2.9011 3.3076 0.8935
H -2.58212 -2.73307 0.03756 -0.1760 0.6696 -0.9040
O -2.95857 -2.85089 0.89504 3.3916 -4.0740 -0.0361
H -0.59303 -2.97438 1.54713 1.3734 0.9130 0.6385
H 0.49970 -3.61850 2.37841 -0.0042 2.3100 -0.9823
O 0.32278 -2.71950 1.90918 -1.9329 -3.5010 0.7406
H 0.43407 -1.84090 -4.02766 3.8215 -1.7854 -4.6629
H 0.23591 -0.70281 -2.99835 0.9147 0.7996 -0.1887
O -0.04488 -1.51909 -3.37431 -4.7213 1.1199 4.7834
H 2.07487 2.99572 -2.72047 1.6657 -0.5115 -4.9725
H 2.27362 3.90741 -1.49934 1.6384 2.7084 0.2623
O 1.87579 3.18451 -1.88219 -3.2427 -1.9914 4.5942
H -0.62037 -1.17909 4.04424 -0.8319 1.3147 -1.3377
H -1.23502 0.25757 3.64832 0.3298 0.0184 0.4981
O -1.08015 -0.63805 3.33429 0.2733 -1.1504 0.9087
```
Forces are in eV/Å.

Results of the Löwdin charge analysis, in e, for atoms 1 through 5: 0.03 -0.50 0.20 -0.07 0.07

Sequential energy relative to the best compared isomer or geometry (same formula, charge and spin) output: 322.1, 16.2, 214.8, 101.4, 589.5 kJ/mol
Sequential HOMO energy output: -9.19, -13.67, -5.01, -6.44, -13.03 eV